Entry 1:
{
  "formula": "C43H50AsF14O10S5",
  "method": "ωB97M-V/def2-TZVPD",
  "symbols": ["As", "F", "F", "F", "F", "F", "F", "C", "C", "C", "F", "F", "F", "F", "O", "C", "C", "F", "F", "F", "F", "H", "H", "H", "H", "C", "S", "O", "C", "H", "H", "H", "H", "H", "H", "C", "S", "O", "C", "H", "H", "H", "H", "H", "H", "C", "S", "O", "C", "H", "H", "H", "H", "H", "H", "C", "S", "O", "C", "H", "H", "H", "H", "H", "H", "C", "S", "O", "C", "H", "H", "H", "H", "H", "H", "C", "C", "C", "C", "C", "C", "C", "O", "C", "C", "C", "C", "C", "C", "C", "O", "H", "H", "H", "H", "H", "H", "H", "H", "C", "C", "C", "C", "C", "C", "C", "O", "C", "C", "C", "C", "C", "C", "C", "O", "H", "H", "H", "H", "H", "H", "H", "H"],
  "positions_angstrom": [[2.219, 33.785, 28.864], [0.660, 33.043, 28.955], [1.556, 35.366, 28.791], [3.822, 34.426, 28.779], [2.948, 32.219, 29.102], [2.248, 33.595, 27.153], [2.176, 33.874, 30.597], [3.493, 29.299, 32.226], [3.697, 28.478, 33.475], [2.687, 27.357, 33.647], [1.418, 27.790, 33.604], [2.874, 26.408, 32.696], [4.900, 27.855, 33.466], [3.693, 29.296, 34.552], [4.187, 30.515, 32.287], [5.329, 30.643, 31.579], [5.748, 32.106, 31.631], [6.167, 32.479, 32.885], [6.776, 32.294, 30.754], [6.301, 29.795, 32.013], [5.104, 30.313, 30.267], [2.447, 29.575, 32.077], [3.651, 28.721, 31.312], [2.881, 26.874, 34.613], [4.891, 32.710, 31.322], [3.048, 36.623, 26.035], [2.672, 37.685, 24.631], [1.369, 38.314, 24.981], [3.969, 38.889, 24.962], [3.939, 36.013, 25.936], [2.117, 36.096, 26.229], [3.148, 37.277, 26.910], [4.884, 38.342, 25.194], [3.648, 39.447, 25.847], [4.148, 39.591, 24.153], [1.204, 27.432, 28.659], [0.694, 28.175, 30.262], [-0.390, 27.317, 30.804], [-0.129, 29.579, 29.459], [2.282, 27.543, 28.562], [0.666, 27.942, 27.866], [0.908, 26.389, 28.718], [-0.679, 30.154, 30.200], [-0.881, 29.129, 28.806], [0.556, 30.170, 28.864], [3.310, 32.930, 34.259], [1.816, 33.344, 35.170], [2.023, 34.645, 35.878], [0.658, 33.828, 33.877], [3.029, 32.126, 33.579], [3.949, 32.514, 35.034], [3.721, 33.756, 33.706], [0.393, 33.034, 33.177], [0.998, 34.702, 33.328], [-0.244, 34.097, 34.429], [-2.009, 36.357, 28.152], [-1.918, 38.142, 28.345], [-2.219, 38.488, 29.761], [-0.131, 38.440, 28.242], [-1.503, 35.622, 28.787], [-1.614, 36.058, 27.171], [-3.076, 36.123, 28.173], [0.326, 37.863, 29.046], [-0.101, 39.487, 28.528], [0.315, 38.179, 27.286], [0.126, 31.515, 24.861], [0.214, 30.261, 26.132], [-0.286, 28.965, 25.595], [2.007, 30.269, 26.337], [0.743, 31.276, 23.987], [0.576, 32.429, 25.257], [-0.910, 31.652, 24.583], [2.439, 30.475, 25.350], [2.301, 29.292, 26.704], [2.403, 31.112, 26.906], [4.776, 36.703, 31.227], [5.978, 37.032, 31.836], [6.525, 38.274, 31.565], [5.884, 39.180, 30.727], [4.689, 38.816, 30.113], [4.126, 37.588, 30.399], [3.945, 39.725, 29.209], [2.914, 39.376, 28.704], [4.572, 41.023, 28.873], [4.028, 41.845, 27.892], [4.612, 43.056, 27.567], [5.799, 43.402, 28.205], [6.423, 42.516, 29.067], [5.767, 41.369, 29.490], [6.396, 40.560, 30.579], [7.336, 40.984, 31.190], [4.277, 35.773, 31.441], [6.339, 36.384, 32.624], [7.484, 38.542, 31.993], [3.206, 37.268, 29.926], [3.045, 41.557, 27.529], [4.127, 43.686, 26.834], [6.243, 44.370, 28.002], [7.427, 42.774, 29.379], [-4.800, 33.508, 30.543], [-3.514, 33.054, 30.253], [-3.079, 33.036, 28.950], [-3.958, 33.321, 27.910], [-5.263, 33.708, 28.179], [-5.664, 33.792, 29.502], [-6.258, 33.955, 27.105], [-7.369, 34.309, 27.358], [-5.805, 33.667, 25.718], [-6.793, 33.502, 24.760], [-6.496, 32.994, 23.516], [-5.152, 32.815, 23.186], [-4.167, 32.930, 24.147], [-4.489, 33.306, 25.436], [-3.459, 33.231, 26.508], [-2.319, 32.859, 26.282], [-5.170, 33.567, 31.556], [-2.912, 32.738, 31.096], [-2.063, 32.756, 28.695], [-6.596, 34.282, 29.764], [-7.815, 33.575, 25.112], [-7.243, 32.794, 22.760], [-4.946, 32.461, 22.181], [-3.139, 32.702, 23.891]],
  "charge": -1,
  "total_energy_ev": -218940.51477,
  "orbital_gap_ev": 7.07,
  "relative_energy_kcal_mol": 0.0
}

---

Entry 2:
{
  "formula": "C27H30NO3",
  "method": "ωB97M-V/def2-TZVPD",
  "symbols": ["C", "N", "C", "C", "C", "C", "C", "C", "C", "C", "C", "C", "C", "O", "C", "C", "C", "C", "C", "H", "H", "H", "H", "H", "H", "H", "H", "H", "H", "H", "H", "H", "H", "H", "H", "H", "H", "H", "C", "C", "O", "C", "C", "C", "C", "C", "C", "C", "C", "O", "H", "H", "H", "H", "H", "H", "H", "H", "H", "H", "H"],
  "positions_angstrom": [[-5.895, 0.221, 2.090], [-4.684, 0.950, 2.370], [-4.835, 2.391, 2.381], [-3.457, 0.361, 2.513], [-2.284, 0.976, 2.016], [-1.057, 0.391, 2.220], [-0.860, -0.696, 3.129], [0.422, -1.093, 3.568], [1.578, -0.329, 3.249], [2.816, -0.949, 2.905], [3.912, -0.269, 2.447], [5.140, -1.007, 2.032], [3.892, 1.199, 2.367], [4.899, 1.857, 2.020], [2.631, 1.870, 2.733], [2.544, 3.355, 2.570], [1.578, 1.118, 3.186], [-2.062, -1.341, 3.560], [-3.310, -0.885, 3.189], [-5.678, -0.840, 2.008], [-6.645, 0.373, 2.878], [-6.350, 0.568, 1.151], [-3.983, 2.868, 2.881], [-4.922, 2.814, 1.365], [-5.752, 2.672, 2.921], [-2.380, 1.894, 1.438], [-0.212, 0.841, 1.706], [0.503, -1.979, 4.340], [2.879, -2.027, 2.981], [5.928, -0.297, 1.771], [5.476, -1.657, 2.848], [4.932, -1.646, 1.164], [3.546, 3.763, 2.439], [1.955, 3.630, 1.686], [2.071, 3.815, 3.439], [0.683, 1.653, 3.500], [-1.973, -2.198, 4.222], [-4.208, -1.440, 3.479], [5.339, -2.262, 5.444], [4.103, -2.938, 5.971], [3.158, -3.047, 4.884], [1.976, -3.518, 5.311], [0.860, -3.389, 4.338], [-0.186, -4.424, 4.549], [-0.397, -5.172, 5.739], [-1.566, -5.915, 5.948], [-2.529, -6.023, 4.945], [-2.279, -5.414, 3.710], [-1.106, -4.680, 3.499], [1.921, -3.931, 6.472], [6.072, -2.185, 6.257], [5.792, -2.832, 4.628], [5.113, -1.249, 5.098], [4.334, -3.942, 6.359], [3.642, -2.337, 6.770], [1.212, -3.387, 3.305], [0.343, -5.118, 6.542], [-1.707, -6.404, 6.914], [-3.442, -6.573, 5.125], [-3.021, -5.504, 2.909], [-0.922, -4.235, 2.515]],
  "charge": -1,
  "total_energy_ev": -36116.35849,
  "orbital_gap_ev": 4.85,
  "relative_energy_kcal_mol": 37.9
}

---

Entry 3:
{
  "formula": "C3HN",
  "method": "ωB97M-V/def2-TZVPD",
  "symbols": ["C", "C", "C", "H", "N"],
  "positions_angstrom": [[1.306, -0.098, -0.001], [0.114, 0.176, -0.054], [-1.318, 0.165, 0.040], [2.384, -0.130, 0.037], [-2.487, -0.113, -0.022]],
  "charge": 0,
  "total_energy_ev": -4614.23636,
  "orbital_gap_ev": 11.35,
  "relative_energy_kcal_mol": 7.3,
  "smiles": "C#CC#N"
}

---

Entry 4:
{
  "formula": "C2H4NO2S",
  "method": "ωB97M-V/def2-TZVPD",
  "symbols": ["C", "C", "N", "O", "O", "S", "H", "H", "H", "H"],
  "positions_angstrom": [[0.574, 0.065, -0.023], [-1.107, 0.030, 0.078], [1.162, -0.215, 1.057], [-0.538, 2.658, -0.912], [-2.943, 1.882, -0.909], [-1.656, 2.034, -0.117], [1.066, 0.360, -0.969], [-1.551, -0.519, -0.881], [-1.556, -0.402, 1.053], [2.162, 0.104, 0.988]],
  "charge": -1,
  "total_energy_ev": -18558.58281,
  "orbital_gap_ev": 7.40,
  "relative_energy_kcal_mol": 45.7
}

---

Entry 5:
{
  "formula": "C8H19Cl10O4P",
  "method": "ωB97M-V/def2-TZVPD",
  "symbols": ["C", "Cl", "Cl", "H", "H", "C", "Cl", "Cl", "H", "H", "C", "Cl", "Cl", "H", "H", "C", "Cl", "Cl", "H", "H", "C", "Cl", "Cl", "H", "H", "C", "O", "P", "O", "O", "C", "O", "C", "H", "H", "H", "H", "H", "H", "H", "H", "H"],
  "positions_angstrom": [[-1.004, 2.644, -0.269], [-0.925, 3.082, -2.018], [-1.977, 3.658, 0.729], [-1.374, 1.598, -0.210], [-0.015, 2.800, 0.106], [-0.435, -0.334, 6.703], [-0.776, -2.104, 6.638], [1.282, -0.120, 6.993], [-0.764, -0.081, 5.687], [-1.109, 0.054, 7.471], [2.672, 2.339, -0.394], [2.706, 3.430, -1.787], [2.880, 3.234, 1.136], [1.700, 1.834, -0.336], [3.528, 1.645, -0.519], [-4.043, 0.775, 0.994], [-3.161, -0.378, -0.068], [-4.882, 0.017, 2.348], [-3.208, 1.385, 1.382], [-4.767, 1.316, 0.402], [0.617, 0.216, 2.438], [-0.800, 1.146, 3.026], [0.517, -1.497, 2.907], [0.784, 0.294, 1.369], [1.512, 0.632, 2.968], [1.471, -0.088, -4.268], [1.342, -1.367, -3.553], [0.806, -1.223, -2.072], [1.553, -0.383, -1.146], [-0.682, -0.658, -2.232], [-1.665, -1.485, -2.904], [0.739, -2.761, -1.685], [1.906, -3.678, -1.821], [0.599, 0.381, -4.628], [2.216, -0.296, -5.082], [2.080, 0.600, -3.683], [-2.520, -0.902, -3.044], [-1.992, -2.297, -2.179], [-1.322, -1.857, -3.904], [2.017, -4.088, -0.819], [2.811, -3.040, -2.069], [1.687, -4.441, -2.606]],
  "charge": 0,
  "total_energy_ev": -151309.22769,
  "orbital_gap_ev": 11.17,
  "relative_energy_kcal_mol": 0.0,
  "smiles": "COP(=O)(OC)OC.ClCCl.ClCCl.ClCCl.ClCCl.ClCCl"
}

---

Entry 6:
{
  "formula": "C13H30B2F4IN2O7PS",
  "method": "ωB97M-V/def2-TZVPD",
  "symbols": ["C", "C", "C", "I", "C", "C", "C", "B", "O", "N", "C", "C", "N", "P", "O", "O", "O", "S", "C", "O", "O", "C", "C", "C", "C", "O", "H", "H", "H", "H", "H", "H", "H", "H", "H", "H", "H", "H", "H", "H", "H", "H", "H", "H", "H", "H", "H", "H", "H", "H", "H", "H", "H", "H", "H", "H", "B", "F", "F", "F", "F"],
  "positions_angstrom": [[0.651, -2.435, 3.206], [-0.580, -1.619, 2.785], [-1.380, -2.329, 1.674], [-3.486, -2.468, 2.110], [-1.163, -1.873, 0.226], [0.157, -2.380, -0.405], [0.837, -1.138, -1.013], [2.040, -0.871, 0.021], [1.821, -0.117, 1.150], [3.238, -1.598, -0.213], [3.850, -1.474, -1.553], [4.245, -1.459, 0.849], [-0.276, -0.069, -1.217], [0.444, 1.605, -1.315], [-0.410, 2.481, -2.082], [0.740, 2.027, 0.149], [1.844, 1.246, -1.983], [-1.023, -0.306, -2.918], [-1.335, -2.030, -3.110], [0.001, 0.059, -3.834], [-2.262, 0.378, -2.940], [-1.366, -0.378, -0.164], [-1.710, 0.694, 0.865], [-2.572, 1.818, 0.277], [-2.710, 2.977, 1.266], [-3.849, 1.287, -0.075], [0.375, -3.393, 3.647], [1.192, -1.862, 3.962], [1.363, -2.567, 2.391], [-1.208, -1.539, 3.671], [-0.234, -0.637, 2.480], [-1.076, -3.376, 1.700], [-1.939, -2.407, -0.325], [0.761, -2.804, 0.398], [-0.017, -3.190, -1.107], [1.211, -1.324, -2.018], [2.272, 0.734, 1.177], [4.876, -1.124, -1.447], [3.291, -0.817, -2.215], [3.914, -2.453, -2.040], [3.803, -1.711, 1.811], [5.055, -2.169, 0.679], [4.662, -0.449, 0.891], [0.552, 2.997, 0.314], [2.314, 2.089, -2.103], [-0.430, -2.612, -2.974], [-2.150, -2.370, -2.478], [-1.607, -2.071, -4.165], [-2.307, -0.421, -0.720], [-0.864, 1.061, 1.440], [-2.342, 0.186, 1.601], [-2.154, 2.233, -0.641], [-1.788, 3.152, 1.823], [-2.905, 3.894, 0.711], [-3.537, 2.793, 1.954], [-4.172, 0.749, 0.659], [-0.527, 5.623, -0.210], [-1.819, 5.306, -0.626], [-0.525, 6.665, 0.702], [0.001, 4.438, 0.476], [0.315, 5.876, -1.289]],
  "charge": 0,
  "total_energy_ev": -71736.23890,
  "orbital_gap_ev": 9.63
}

---

| no. | M (Da) |
| --- | --- |
| 1 | 1228.1 |
| 2 | 416.5 |
| 3 | 51.0 |
| 4 | 106.1 |
| 5 | 564.7 |
| 6 | 614.0 |